(1)
C22H27N6O4Tl | the ωB97M-V functional and the def2-TZVPD basis

## Properties
* total charge: +2
* HOMO-LUMO gap: 7.29 eV

```
60
Properties=species:S:1:pos:R:3:forces:R:3
Tl 0.2197 -0.4441 -0.7287 -0.010 -0.109 0.273
C -4.1337 -0.8239 -2.3467 -0.203 -0.139 -0.023
C -2.7712 -0.4169 -1.9198 0.355 -0.669 0.107
N -1.8655 -1.2466 -1.5617 0.128 0.907 0.034
C -2.0266 -2.6668 -1.4456 0.002 -0.540 -0.020
C -0.6698 -3.3723 -1.6260 -0.224 0.013 -0.117
N 0.3197 -2.8661 -0.6714 -0.209 0.409 0.271
C 1.7076 -3.2879 -0.8611 0.226 0.080 -0.267
C 2.3489 -2.6123 -2.0855 -0.059 -0.284 0.168
N 2.1538 -1.1606 -2.0958 -0.390 0.284 -0.053
C 3.2439 -0.3627 -1.5176 0.206 0.150 0.092
C 2.9454 1.1513 -1.6093 0.584 0.036 0.068
N 1.5349 1.3908 -1.5564 -0.976 0.158 0.211
C 0.9447 2.5087 -1.7175 0.669 -0.434 0.106
C 1.6120 3.8130 -1.9532 0.198 0.057 -0.042
C -0.5431 2.4646 -1.7465 -0.841 0.075 -0.056
C -1.3568 3.5858 -1.9149 0.141 -0.326 -0.009
C -2.7117 3.3854 -2.1316 0.092 -0.110 -0.004
C -3.2308 2.0970 -2.1801 0.208 -0.212 0.082
C -2.3774 1.0220 -1.9288 0.235 0.813 -0.042
N -1.0861 1.2530 -1.7083 0.066 -0.020 0.095
H -4.0654 -1.5150 -3.1891 0.003 -0.019 -0.002
H -4.7508 0.0105 -2.6545 -0.034 0.014 0.004
H -4.6381 -1.3494 -1.5362 -0.058 -0.027 0.047
H -2.7379 -3.0622 -2.1779 0.084 -0.026 0.108
H -2.4133 -2.8791 -0.4424 -0.062 -0.039 -0.046
H -0.2991 -3.1777 -2.6334 -0.030 -0.084 -0.040
H -0.8084 -4.4513 -1.5074 0.005 0.061 -0.084
H 0.0161 -3.0837 0.2760 0.066 0.128 -0.013
H 1.7918 -4.3716 -0.9936 -0.006 0.075 0.075
H 2.2579 -3.0058 0.0391 -0.045 -0.094 0.018
H 1.9147 -3.0231 -2.9959 0.040 0.034 -0.039
H 3.4111 -2.8632 -2.0870 0.004 -0.023 -0.067
H 1.9885 -0.8390 -3.0473 -0.011 -0.102 0.086
H 4.1884 -0.5717 -2.0320 -0.075 0.031 0.137
H 3.3545 -0.6557 -0.4709 0.031 -0.006 -0.030
H 3.3649 1.5695 -2.5302 -0.031 -0.078 0.028
H 3.4379 1.6445 -0.7661 0.063 0.014 -0.100
H 2.6922 3.7154 -1.9869 0.029 0.017 0.018
H 1.3561 4.5096 -1.1556 -0.021 0.064 0.068
H 1.2720 4.2459 -2.8920 -0.029 0.074 -0.078
H -0.9488 4.5822 -1.8872 0.065 0.102 -0.071
H -3.3615 4.2327 -2.2936 -0.052 0.041 0.025
H -4.2742 1.9574 -2.3994 -0.137 -0.056 0.016
O 0.8490 0.6621 1.2423 0.442 0.380 -1.183
C 0.1441 -0.0770 1.9760 -0.086 -0.082 0.927
O -0.5496 -0.9926 1.4761 -0.335 -0.603 -0.795
C 0.1535 0.1293 3.4442 -0.015 0.023 0.068
C -0.1615 -0.9381 4.2854 0.037 0.306 -0.121
C -0.1291 -0.7564 5.6550 0.083 0.086 0.290
C 0.1978 0.4942 6.1588 -0.023 -0.115 -1.071
C 0.4861 1.5673 5.3273 0.029 0.053 0.289
C 0.4829 1.3819 3.9596 -0.078 -0.350 -0.015
N 0.2591 0.6942 7.6058 -0.039 -0.029 -0.106
O 0.4224 1.8262 7.9831 0.077 0.495 0.366
O 0.1475 -0.2844 8.2994 -0.061 -0.369 0.357
H -0.4107 -1.8964 3.8564 -0.058 -0.052 0.039
H -0.3418 -1.5580 6.3448 -0.018 -0.066 0.008
H 0.7197 2.5247 5.7662 0.022 0.028 0.023
H 0.7242 2.1926 3.2900 0.029 0.058 -0.013
```
Positions in Å, forces in eV/Å.


(2)
C8H9NOS | the ωB97M-V functional and the def2-TZVPD basis

## Properties
* energy above the lowest of the compared OMol25 structures with the same formula, charge and spin: 2.739 eV
* HOMO-LUMO gap: 8.54 eV
* SMILES: CS[C@@H]1Nc2ccccc2O1

```
20
Properties=species:S:1:pos:R:3:forces:R:3
C -0.7635 0.7287 2.9075 0.228 2.575 1.877
C -0.9543 -0.6078 2.7948 0.582 0.226 -1.960
C -0.3413 1.5784 1.8444 -1.570 -3.016 0.497
C -0.7757 -1.2538 1.5487 -0.686 3.335 1.722
C -0.3759 0.9894 0.6170 0.263 -0.651 -0.972
C -0.6175 -0.4065 0.4980 0.792 0.363 0.892
C 0.1818 0.4037 -1.5450 -0.308 -1.751 0.532
C 1.3743 -1.1581 -3.2418 0.424 4.082 -2.464
N -0.0233 1.4963 -0.6970 -0.851 0.283 3.080
O -0.4429 -0.9025 -0.7043 1.216 2.456 -3.591
S 1.9240 0.0511 -1.9954 -1.526 0.144 -0.133
H -0.9139 1.2857 3.9146 0.346 -1.348 -1.673
H -1.1724 -1.1411 3.6407 -0.614 -1.399 1.931
H -0.1324 2.5311 2.1580 0.590 2.429 -0.179
H -0.8673 -2.2621 1.4354 -0.140 -2.559 -0.380
H -0.5564 0.5438 -2.3340 0.633 -0.951 -0.710
H 0.5926 -0.5533 -3.9352 2.217 -1.929 1.109
H 0.9275 -1.8752 -2.7174 -2.339 -2.898 1.959
H 2.2573 -1.6357 -3.6535 -0.055 0.462 -0.808
H 0.6793 2.1878 -0.5357 0.798 0.148 -0.728
```
Positions in Å, forces in eV/Å.


Calculated total energy in order - -1655.92690 -838.34418 Eh